1.
Computed, not measured: a 2-piece molecular cluster, C4H7N3 overall at a distorted geometry, with wB97M-V/def2-TZVPD.

The structure (SMILES) is [H]/N=C(/N)C#N.C=C. As for the HOMO-LUMO gap: 10.77 eV. The energy above the lowest of the compared OMol25 structures with the same formula, charge and spin is 1.285 eV. The total energy is -320.836090 a.u. The value obtained for the lowest unoccupied orbital energy is 0.695 eV.

```
! RIJCOSX wB97M-V def2-TZVPD def2/J DEFGRID3
* xyz 0 1
C -2.27 0.11 -0.38
C -1.91 -0.90 0.41
N 0.75 0.98 0.73
C 1.47 0.35 -0.12
N 1.00 -0.67 -0.89
C 2.88 0.67 -0.35
N 3.99 0.97 -0.51
H -0.01 -0.78 -0.91
H -1.80 1.09 -0.26
H -3.02 0.00 -1.15
H -2.35 -1.89 0.32
H -1.15 -0.75 1.18
H 1.29 1.68 1.22
H 1.55 -1.02 -1.65
*
```

2.
Computed, not measured: C5H14AlOTm as an isolated structure at a distorted geometry, with wB97M-V/def2-TZVPD.

As for the HOMO-LUMO gap (spin up / spin down): 6.14 / 5.21 eV. The energy above the lowest of the compared OMol25 structures with the same formula, charge and spin is 0.201 eV. The total energy is -1600.947297 a.u. The value obtained for the lowest unoccupied orbital energy (spin up / spin down) is -9.775 / -10.505 eV. The expectation value of S² is 2.01.

```
! RIJCOSX wB97M-V def2-TZVPD def2/J DEFGRID3
* xyz 2 3
C 2.63 -1.20 0.44
O 2.94 0.11 0.03
C 2.01 0.73 -0.77
C 0.77 1.23 0.03
C -0.50 0.39 -0.25
C -1.40 0.64 0.91
Al -3.07 -0.69 0.53
H 1.96 -1.21 1.30
H 3.57 -1.67 0.73
H 2.19 -1.78 -0.39
H 1.69 0.08 -1.60
H 2.51 1.61 -1.19
H 0.56 2.27 -0.22
H 1.02 1.19 1.09
H -0.24 -0.66 -0.39
H -0.96 0.78 -1.19
H -1.01 0.34 1.88
H -1.89 1.61 0.95
H -4.20 0.20 -0.18
H -2.53 -1.64 -0.77
H -3.31 -1.62 1.77
Tm -2.76 -0.69 -2.71
*
```

3.
Computed, not measured: a 2-piece molecular cluster, C2H4F2NO overall at a distorted geometry, with wB97M-V/def2-TZVPD.

As for the HOMO-LUMO gap (spin up / spin down): 6.42 / 6.41 eV. The energy above the lowest of the compared OMol25 structures with the same formula, charge and spin is 1.020 eV. The total energy is -408.223953 a.u. The value obtained for the lowest unoccupied orbital energy (spin up / spin down) is 4.546 / 4.547 eV.

```
! RIJCOSX wB97M-V def2-TZVPD def2/J DEFGRID3
* xyz -1 1
C 0.08 -0.61 -0.21
C -1.19 0.24 -0.14
N -0.62 1.79 1.01
O 0.49 1.36 1.58
F -1.74 0.54 -1.38
F -2.21 -0.32 0.51
H 0.75 -0.17 -0.95
H 0.43 -0.25 0.85
H -0.13 -1.76 -0.37
H -0.24 2.49 0.37
*
```

4.
Computed, not measured: CH3FO2S as an isolated structure at a distorted geometry, with wB97M-V/def2-TZVPD.

As for the HOMO-LUMO gap: 10.29 eV. The energy above the lowest of the compared OMol25 structures with the same formula, charge and spin is 1.306 eV. The total energy is -688.358823 a.u. The value obtained for the lowest unoccupied orbital energy is -0.844 eV.

```
! RIJCOSX wB97M-V def2-TZVPD def2/J DEFGRID3
* xyz 0 1
C 1.27 -0.05 -0.07
O -1.53 -0.56 1.31
O -1.47 -0.71 -1.21
F -1.32 1.53 0.02
S -1.02 -0.16 0.06
H 1.39 0.96 0.43
H 1.27 -0.85 0.57
H 1.40 -0.16 -1.11
*
```